#one
Density functional theory data (ωB97M-V with the def2-TZVPD basis set) for a gas-phase ion, C7H13N4O (charge +1).

Geometry as ORCA input:
```
! RIJCOSX wB97M-V def2-TZVPD def2/J DEFGRID3
* xyz 1 1
C -0.84061 -0.60032 -2.60545
C 0.87123 -0.22485 -1.44912
C 0.25958 0.23736 2.38099
C -0.74693 0.56881 1.29330
C 1.65694 0.77251 2.50111
C -1.96465 -0.25906 0.97314
C -0.29761 1.56922 0.03885
N -1.20590 0.40150 -1.87288
N 0.41216 -1.01078 -2.43632
N -0.12000 0.64414 -1.08676
N 1.11411 -1.92583 -3.08862
O -0.79816 1.22772 2.53862
H -1.35264 -1.00541 -3.41707
H 1.91915 -0.34978 -1.17624
H -0.04121 -0.66019 2.83289
H 1.53728 1.91872 2.41516
H 2.39896 0.23079 1.94832
H 1.98008 0.70863 3.52086
H -1.96843 -0.75889 0.00959
H -2.95107 0.25610 1.03561
H -2.08341 -1.02012 1.79122
H 0.64254 1.89803 0.34752
H -0.95493 2.33895 -0.23056
H 0.64098 -2.54633 -3.67074
H 1.89257 -2.41092 -2.59341
*
```

Values from the calculation:
SMILES string: C[C@H]1O[C@@]1(C)C[n+]1cn(N)cn1
HOMO level: -13.48 eV
LUMO: -3.60 eV
frontier orbital gap: 9.9 eV

---

#two
Density functional theory data (ωB97M-V with the def2-TZVPD basis set) for a gas-phase ion, C7H13N4O (charge +1).

Geometry as ORCA input:
```
! RIJCOSX wB97M-V def2-TZVPD def2/J DEFGRID3
* xyz 1 1
C 0.87002 -0.50972 -0.42641
C 0.61279 -0.82472 1.02290
C -0.87084 1.09611 1.29433
C 1.15550 1.35926 2.16459
C 0.05195 1.74262 -1.02464
C 1.63655 -1.66462 -1.07445
C -1.94428 0.93134 -2.32054
N 0.65705 0.49375 -1.16077
N -0.04897 2.05441 0.56200
N 1.01943 2.25143 1.27045
N 0.06918 0.21769 1.94675
O -1.36112 1.77907 -1.37619
H -0.21759 -1.48659 0.83901
H 1.29874 -1.43305 1.56381
H -1.28912 1.69218 2.01432
H -1.63787 0.62161 0.50570
H 1.88135 1.19652 3.07165
H 0.74478 2.48224 -1.46131
H 2.77876 -1.62253 -0.80178
H 1.48563 -1.52232 -2.11723
H 1.15044 -2.59102 -0.75546
H -1.92807 -0.12263 -2.01311
H -1.25959 1.15346 -3.21066
H -2.96315 1.35209 -2.61436
H -0.31811 -0.13988 2.81787
*
```

Values from the calculation:
SMILES string: CO[C@@H]1N=C(C)C[N@H+]2C=NN1C2
HOMO level: -12.87 eV
LUMO: -3.27 eV
frontier orbital gap: 9.6 eV

---

Taking the most stable structure as the zero point, the relative energies in hartree are #one 0.0000; #two 0.0518.